{
  "formula": "C5H8O",
  "method": "ωB97M-V with the def2-TZVPD basis set",
  "e_homo_ev": -8.01,
  "e_lumo_ev": -1.87,
  "orbital_gap_ha": 0.2255,
  "largest_force_ha_per_bohr": 0.058,
  "de_lowest_ev": 5.0120,
  "elements": ["C", "H", "H", "H", "C", "H", "H", "C", "O", "H", "C", "H", "C", "H"],
  "positions_angstrom": [[1.075648, -0.990328, -1.031937], [0.921388, 0.966524, 0.692657], [-0.046759, 2.135167, 1.688880], [0.284461, 2.400221, -0.029880], [-1.126651, 0.830850, 0.351608], [0.630014, -0.491278, -1.914045], [1.506221, -1.932002, -1.412035], [-0.051448, -1.377269, -0.060698], [1.949246, -0.247038, -0.330586], [-2.131508, 1.228733, 0.270026], [0.057158, 1.637631, 0.724939], [-0.056709, -2.458115, 0.074891], [-1.075760, -0.569458, 0.305228], [-1.935301, -1.133638, 0.670949]],
  "forces_ev_per_angstrom": [[-0.45, -0.24, -0.72], [0.03, 0.24, 0.25], [-0.39, 0.11, 0.02], [-0.18, 0.11, 0.08], [0.10, -1.61, 0.41], [-0.09, 0.17, -0.01], [0.03, -0.10, 0.00], [2.23, -0.63, -1.84], [-0.52, -0.35, 1.00], [0.00, 0.37, 0.45], [0.31, -0.14, -0.93], [-0.22, 0.24, 0.86], [-0.53, 1.51, 0.81], [-0.32, 0.34, -0.37]],
  "mulliken_charge": [-0.42, 0.27, 0.32, 0.29, -0.09, 0.23, 0.29, -0.17, -0.67, 0.37, -0.85, 0.37, -0.26, 0.32]
}

---

{
  "formula": "C32H21Cl2N10O3PmSSe",
  "method": "ωB97M-V with the def2-TZVPD basis set",
  "e_homo_ev": [-0.26, -0.29],
  "e_lumo_ev": [3.55, 3.55],
  "multiplicity": 5,
  "orbital_gap_ha": [0.1400, 0.1410],
  "charge": -2,
  "largest_force_ha_per_bohr": 0.096,
  "elements": ["S", "C", "C", "C", "H", "N", "H", "C", "C", "N", "H", "C", "O", "C", "H", "Pm", "Cl", "O", "C", "H", "C", "H", "C", "C", "C", "N", "H", "H", "C", "C", "Cl", "C", "H", "C", "N", "C", "C", "N", "Se", "C", "C", "C", "C", "C", "H", "H", "N", "H", "H", "H", "H", "H", "C", "N", "C", "H", "C", "H", "N", "C", "O", "C", "H", "C", "N", "C", "H", "C", "C", "N", "H"],
  "positions_angstrom": [[-0.759527, -5.192755, -1.331478], [-4.679022, -2.762477, 0.277114], [2.109884, -4.353897, 1.893742], [-5.034870, -2.483794, 2.968743], [3.008318, 0.425277, 3.944129], [0.317873, 3.495586, -2.985101], [4.923623, -1.193172, 4.024781], [-5.837460, -2.251020, 0.844195], [1.892751, 6.774879, -3.465896], [-1.646451, -3.488140, 4.965965], [-6.655818, -1.927153, 0.171995], [1.633406, -0.909812, 2.794256], [1.303357, 8.752538, -2.453868], [0.854797, 7.548072, -2.940809], [4.822046, -5.915758, 3.175191], [-0.546887, -3.068555, 0.450101], [6.077645, -3.672688, 3.784265], [1.003229, -4.558413, 1.278092], [2.959537, -5.452366, 2.215510], [-1.291124, 7.604239, -2.587335], [-1.968831, -4.328630, -1.981465], [-1.055680, 1.963186, -3.954019], [-2.202761, -0.909244, -2.452197], [-3.867483, -2.930620, 2.382912], [3.665133, -2.743631, 3.040064], [-1.060006, -1.231738, -1.881295], [3.362678, 1.358618, -2.822251], [0.175619, -4.102365, 4.005966], [-0.864342, -3.865338, 3.913518], [-1.115074, 1.041151, -3.352880], [2.577244, -7.039302, 1.642455], [4.103425, -5.160040, 2.917235], [0.886241, -0.174052, 2.589518], [2.388702, -3.058225, 2.450442], [1.327460, 2.760023, -3.268870], [1.719329, 5.430907, -3.595329], [0.011196, -0.488136, -1.905006], [-6.040846, -2.167879, 2.148343], [-1.902364, -0.837345, 1.664808], [2.470119, 0.788536, -2.525144], [3.946090, -1.429410, 3.492422], [2.916363, -0.535332, 3.373497], [0.319051, 9.730075, -1.993443], [-2.828875, -3.332831, 3.212039], [-4.581613, -2.695902, -0.794129], [-0.661965, 9.709249, -2.537673], [-3.683966, -3.169576, 1.086887], [3.424917, -0.893276, -1.665396], [-1.348813, -3.146554, 5.909568], [0.092311, 9.664199, -0.915435], [-3.017541, -1.590799, -2.430154], [-3.129942, 0.464160, -3.847836], [0.523683, 4.803483, -3.182628], [-1.584147, -3.805006, 2.802484], [1.251242, -0.938550, -1.248368], [0.773702, 10.682951, -2.249056], [0.034853, 0.720413, -2.617701], [2.810221, 7.239490, -3.719444], [-2.906608, -3.171766, 4.527463], [-0.588171, 5.613732, -2.811021], [1.166692, -1.905551, -0.446205], [2.457104, -0.392189, -1.766357], [-5.133072, -2.268288, 4.050690], [-0.419953, 6.998213, -2.839220], [1.421610, -2.146572, 2.311788], [4.526056, -3.846755, 3.192992], [2.491707, 4.763741, -3.953661], [-2.217661, 0.219988, -3.303384], [1.238780, 1.480567, -2.823752], [-2.855763, -3.638721, -2.388223], [-1.501374, 5.140371, -2.467121]],
  "forces_ev_per_angstrom": [[0.97, -1.33, 0.02], [0.32, 0.31, 1.33], [-1.02, -1.70, 0.31], [-1.05, 0.77, -0.85], [-0.20, -0.66, -1.10], [0.60, -2.85, -0.31], [-1.47, -0.31, -0.89], [-0.57, 0.00, -0.62], [-0.88, -0.11, 0.28], [0.31, 0.38, 0.51], [0.43, -0.16, 0.53], [1.90, -1.50, -0.59], [-1.80, 1.32, 0.11], [0.42, -0.30, -0.12], [0.06, -0.46, -0.05], [-1.38, 1.87, 1.30], [2.09, 0.44, 0.97], [0.33, 0.08, -0.04], [-0.56, 1.69, -0.19], [0.36, 0.05, 0.19], [-3.58, 2.61, -1.61], [-0.43, -0.73, 0.27], [1.72, 1.43, -1.34], [-1.06, -0.59, -1.13], [-0.11, -0.96, -0.37], [-1.46, -2.21, 1.66], [-0.12, -0.70, 0.21], [0.23, -0.15, -0.10], [-1.81, 0.68, -0.24], [-0.23, 0.47, -0.25], [0.04, 0.10, 0.21], [1.47, 1.06, -0.02], [-0.78, 0.18, 0.17], [1.59, 0.41, 0.25], [-0.14, 0.46, 0.99], [-0.43, -1.25, -0.14], [1.41, 1.99, -0.46], [-0.43, 0.42, 0.83], [0.73, 0.29, -0.26], [-1.95, 1.12, -0.04], [0.11, -0.10, 0.42], [-0.88, 0.59, 1.03], [-0.13, -0.44, -0.88], [3.73, -0.65, 3.20], [0.49, -0.63, -0.13], [0.92, -0.35, 0.26], [-1.02, 0.16, -1.67], [-0.50, 0.01, 0.62], [-0.46, -0.73, -1.56], [0.37, -0.22, -0.39], [-0.35, -0.32, 0.37], [0.23, -0.04, 0.02], [-1.13, 3.10, 0.16], [0.06, -0.15, 0.81], [-0.35, -0.42, -1.28], [0.02, 0.16, 0.33], [-0.28, 0.43, -0.57], [0.80, 0.41, -0.01], [0.79, -0.19, -0.27], [1.72, 0.04, -1.04], [1.05, -0.06, -0.11], [0.75, 0.67, -0.57], [0.08, -0.43, -0.92], [-0.56, 0.38, 1.18], [-0.27, 2.12, 0.61], [-2.21, -1.50, -0.53], [0.17, 0.20, 0.00], [-0.49, 0.23, 0.51], [1.61, -1.96, 0.35], [2.16, -2.50, 0.95], [0.04, 0.08, -0.27]],
  "mulliken_charge": [-0.56, -0.11, 0.72, -0.44, 0.30, -0.24, 0.25, -0.31, -0.67, 0.03, 0.35, -0.62, -0.36, 0.79, 0.44, 0.58, -0.32, -0.61, -0.16, 0.20, 0.62, 0.39, -0.16, 0.48, -0.18, 0.16, 0.35, 0.52, -0.33, -0.45, -0.25, -0.61, 0.45, 0.27, -0.38, -0.29, 0.26, -0.68, -1.00, -0.49, -0.72, -0.77, -0.75, 0.11, 0.30, 0.31, 0.10, 0.37, 0.28, 0.28, 0.39, 0.34, 0.21, 0.03, 0.58, 0.25, 1.20, 0.41, -0.71, -0.70, -0.26, -1.13, 0.38, -0.46, 0.43, 0.97, 0.40, -1.05, -0.33, -0.82, 0.43]
}

---

{
  "formula": "C5H14BeN2O3",
  "method": "ωB97M-V with the def2-TZVPD basis set",
  "e_homo_ev": -8.20,
  "e_lumo_ev": 0.23,
  "orbital_gap_ha": 0.3096,
  "largest_force_ha_per_bohr": 0.102,
  "elements": ["H", "H", "Be", "C", "O", "H", "O", "H", "C", "H", "N", "H", "H", "C", "H", "H", "N", "H", "C", "H", "H", "H", "C", "O", "H"],
  "positions_angstrom": [[-1.031428, 1.219163, 1.741226], [-0.717114, 0.210350, -2.592075], [0.000000, 0.000000, 0.000000], [2.672482, -0.401997, -0.596588], [-1.410711, -2.878564, 1.835842], [3.244150, 0.294723, -1.219461], [1.308438, -0.410380, -1.010688], [1.724046, -0.120877, -3.018470], [2.730544, 0.036797, 0.853081], [-0.865184, -1.467144, -2.082411], [-1.345315, 0.453439, 1.032098], [1.574079, -1.823259, -2.500819], [0.115759, 1.364310, -0.404102], [1.172662, -0.812141, -2.371721], [3.096380, -1.406985, -0.698903], [-2.485540, -0.818055, 2.278875], [-1.725890, -0.740202, 1.621070], [3.762868, 0.057616, 1.213437], [-1.031287, -1.816520, 1.277408], [2.149022, -0.642555, 1.485135], [2.294401, 1.034088, 0.971827], [-2.128337, 0.926782, 0.439885], [-0.299245, -0.791994, -2.732764], [-0.109956, -1.594236, 0.450870], [-0.450173, -1.094651, -3.772733]],
  "forces_ev_per_angstrom": [[-0.59, -1.74, -1.56], [0.15, -0.05, -0.15], [0.30, 0.36, -0.33], [0.15, 0.16, 0.63], [1.27, 1.27, -1.36], [-0.13, -0.08, -0.11], [1.85, -0.68, -1.40], [0.10, -0.02, 0.16], [-0.21, 0.12, 0.25], [0.13, -0.09, -0.17], [-1.76, 2.48, 0.93], [0.11, 0.08, 0.11], [-0.05, 0.55, -0.08], [-0.61, -0.06, -0.27], [-0.10, 0.03, -0.14], [0.10, 0.03, -0.09], [-2.13, 2.64, 1.20], [-0.15, -0.03, -0.07], [-1.61, -4.42, 2.35], [0.20, -0.07, -0.08], [0.18, -0.05, -0.11], [1.76, -1.11, 1.22], [-0.31, 0.09, 0.14], [1.31, 0.57, -1.23], [0.05, 0.02, 0.16]],
  "mulliken_charge": [0.33, 0.29, -0.49, -0.16, -0.74, 0.32, 0.48, 0.32, -1.25, 0.26, -0.11, 0.30, -0.38, -0.16, 0.30, 0.20, -0.29, 0.39, 0.78, 0.26, 0.29, 0.33, -1.24, -0.43, 0.39]
}

---

Record order is preserved below.
DFT total energy: -7357.243, -172351.457, -14935.975 eV